Here is C22H14IIrN3O4S as an isolated structure at a distorted geometry from OMol25. Energies are from the ωB97M-V functional and the def2-TZVPD basis.

Geometry as ORCA input:
```
! RIJCOSX wB97M-V def2-TZVPD def2/J DEFGRID3
* xyz 0 2
H -3.077 6.474 2.699
O -1.968 1.420 2.723
O 1.617 -0.182 0.381
H 2.978 -1.369 -1.342
N 0.922 1.358 2.955
H 0.586 -3.081 -4.394
H 0.438 -2.138 -2.092
C -1.855 -0.190 -3.634
H 2.407 -3.507 2.306
C -1.074 -0.733 -2.614
C -2.307 3.410 1.444
O -0.928 -0.904 -0.237
C -2.198 2.661 2.687
C 4.255 -4.341 -0.388
C -2.092 2.803 0.191
H -2.398 -0.308 -5.697
C -0.109 -2.283 -4.172
C -0.188 -1.770 -2.891
S 2.373 0.680 5.208
N -1.606 1.062 -1.162
H -2.828 5.244 4.831
O 0.856 -1.541 1.915
H -2.313 2.826 4.818
H -2.514 0.635 -3.410
C -2.654 4.773 1.496
C -1.179 -0.214 -1.242
N -1.636 1.592 0.024
C -2.698 4.718 3.898
H -2.346 3.377 -0.702
C 4.010 -3.247 -1.200
C 1.540 1.058 3.912
H 3.889 -5.315 1.485
H -2.747 5.314 0.566
H -0.876 -2.191 -6.169
H 4.463 -3.183 -2.177
C -1.784 -0.719 -4.908
I 5.555 -5.859 -1.072
C -0.917 -1.769 -5.175
C -2.406 3.388 3.902
C 3.178 -2.243 -0.740
C 2.593 -2.345 0.517
C 1.645 -1.294 0.970
C 2.852 -3.448 1.324
C -2.837 5.422 2.686
C 3.687 -4.453 0.869
Ir -0.309 0.410 1.610
*
```

Computed properties:
Kohn-Sham gap (alpha / beta): 6.2230 / 5.0893 eV
LUMO energy (alpha / beta): -2.0 / -3.1 eV